[1]
Computed, not measured: a structure of composition C68H86N8O3PTl at a distorted geometry, with ωB97M-V/def2-TZVPD.

## Properties
**HOMO level (spin up / spin down)**: -7.431 / -7.432 eV
**LUMO level (spin up / spin down)**: -3.42 / -3.17 eV

Each line ends with the Löwdin charge.
Positions of all 167 atoms, in Å:
1 Tl 0.70 0.16 -0.13  0.88
2 O -0.42 7.24 0.80  -0.04
3 C -0.88 6.36 1.56  -0.70
4 O -1.93 6.28 2.21  -0.03
5 C 0.02 5.07 1.65  -0.09
6 C -0.16 4.16 2.67  0.05
7 C 0.52 2.95 2.63  -0.21
8 N 1.36 2.64 1.64  0.13
9 C 1.60 3.55 0.69  -0.23
10 C 0.93 4.78 0.65  0.03
11 C 2.58 3.21 -0.38  -0.23
12 C 3.44 4.21 -0.83  -0.01
13 C 4.29 3.95 -1.89  -0.05
14 C 4.25 2.70 -2.49  -0.05
15 C 3.39 1.75 -1.97  -0.15
16 N 2.59 1.98 -0.93  0.05
17 C 0.31 1.96 3.72  -0.20
18 C -0.86 1.97 4.48  -0.02
19 C -0.99 1.07 5.53  -0.06
20 C 0.04 0.18 5.80  -0.08
21 C 1.15 0.22 4.97  -0.15
22 N 1.29 1.08 3.97  0.11
23 H -0.84 4.41 3.48  0.12
24 H 1.09 5.49 -0.15  0.12
25 H 3.43 5.18 -0.35  0.12
26 H 4.98 4.71 -2.24  0.11
27 H 4.87 2.47 -3.35  0.11
28 H 3.31 0.76 -2.41  0.11
29 H -1.66 2.66 4.26  0.11
30 H -1.89 1.07 6.14  0.12
31 H -0.02 -0.52 6.62  0.10
32 H 1.98 -0.46 5.13  0.11
33 C 0.48 -5.29 0.67  -0.05
34 C 1.32 -4.05 1.01  -0.36
35 C 1.51 -3.95 2.53  -0.04
36 C 2.66 -4.14 0.28  -0.15
37 C 3.52 -5.18 0.61  -0.04
38 C 4.71 -5.37 -0.07  -0.07
39 C 5.05 -4.50 -1.09  -0.04
40 C 4.23 -3.45 -1.45  -0.14
41 C 4.73 -2.49 -2.53  -0.37
42 C 6.15 -1.99 -2.20  -0.07
43 C 4.76 -3.14 -3.92  -0.05
44 C 2.99 -3.27 -0.77  -0.20
45 N 2.11 -2.23 -1.14  0.03
46 C 1.67 -2.27 -2.36  -0.15
47 C 1.03 -1.26 -3.12  -0.35
48 C 0.79 -1.43 -4.50  -0.04
49 C 0.40 -0.19 -4.97  -0.05
50 C 0.39 0.69 -3.86  -0.26
51 N 0.76 0.04 -2.75  0.05
52 C -0.07 2.13 -3.98  -0.51
53 C 0.55 2.77 -5.23  -0.04
54 C 0.29 3.00 -2.78  -0.04
55 C -1.60 2.10 -4.14  -0.03
56 H -0.52 -5.21 1.10  0.07
57 H 0.95 -6.19 1.07  0.08
58 H 0.39 -5.41 -0.41  0.09
59 H 0.79 -3.16 0.66  0.10
60 H 0.54 -3.90 3.03  0.05
61 H 2.08 -3.06 2.80  0.07
62 H 2.04 -4.82 2.92  0.08
63 H 3.25 -5.87 1.40  0.11
64 H 5.36 -6.20 0.20  0.10
65 H 5.99 -4.65 -1.62  0.11
66 H 4.07 -1.63 -2.57  0.11
67 H 6.89 -2.77 -2.39  0.08
68 H 6.25 -1.69 -1.16  0.04
69 H 6.40 -1.14 -2.84  0.09
70 H 5.39 -4.03 -3.91  0.08
71 H 5.16 -2.43 -4.65  0.08
72 H 3.76 -3.43 -4.24  0.07
73 H 1.83 -3.19 -2.94  0.13
74 H 0.94 -2.34 -5.06  0.10
75 H 0.14 0.06 -5.99  0.10
76 H 1.64 2.68 -5.21  0.09
77 H 0.30 3.84 -5.25  0.09
78 H 0.18 2.33 -6.15  0.08
79 H 1.33 3.31 -2.83  0.08
80 H 0.12 2.46 -1.85  0.01
81 H -0.34 3.90 -2.78  0.07
82 H -1.89 1.43 -4.95  0.09
83 H -1.97 3.10 -4.37  0.05
84 H -2.07 1.75 -3.22  0.08
85 C 2.93 -0.79 1.51  0.09
86 C 4.01 0.03 1.26  -0.26
87 C 4.91 -0.29 0.22  0.02
88 C 5.99 0.51 -0.03  0.00
89 C 6.20 1.66 0.75  -0.18
90 C 5.33 1.98 1.81  0.01
91 C 4.26 1.17 2.07  0.02
92 C 7.28 2.53 0.42  -0.16
93 N 8.14 3.23 0.12  0.19
94 H 2.83 -1.72 0.96  0.03
95 H 2.28 -0.58 2.35  0.04
96 H 4.72 -1.17 -0.38  0.09
97 H 6.69 0.29 -0.82  0.12
98 H 5.53 2.85 2.42  0.13
99 H 3.56 1.39 2.87  0.10
100 C -5.90 1.43 2.11  -0.20
101 C -4.74 1.45 3.12  -0.18
102 C -3.46 0.87 2.49  -0.22
103 C -3.81 -0.20 1.45  -0.44
104 C -4.48 0.48 0.25  -0.20
105 C -5.34 1.67 0.70  -0.19
106 P -2.26 -1.13 0.97  1.09
107 C -2.76 -1.99 -0.61  -0.43
108 C -4.06 -2.82 -0.65  -0.19
109 C -3.76 -4.32 -0.66  -0.20
110 C -3.00 -4.70 -1.94  -0.18
111 C -1.96 -3.63 -2.33  -0.17
112 C -1.57 -2.81 -1.10  -0.24
113 C -2.16 -2.50 2.25  -0.41
114 C -1.29 -2.01 3.41  -0.24
115 C -1.36 -3.01 4.57  -0.20
116 C -2.76 -2.95 5.21  -0.18
117 C -3.83 -2.60 4.17  -0.18
118 C -3.46 -3.14 2.79  -0.19
119 H -6.63 2.20 2.36  0.11
120 H -6.41 0.47 2.13  0.11
121 H -5.02 0.87 4.00  0.10
122 H -4.55 2.47 3.44  0.11
123 H -2.82 0.46 3.27  0.07
124 H -2.88 1.65 2.00  0.10
125 H -4.51 -0.91 1.90  0.10
126 H -5.09 -0.24 -0.29  0.11
127 H -3.71 0.84 -0.44  0.07
128 H -6.15 1.84 -0.01  0.11
129 H -4.73 2.57 0.74  0.10
130 H -2.87 -1.15 -1.31  0.10
131 H -4.62 -2.58 -1.55  0.12
132 H -4.71 -2.58 0.20  0.08
133 H -4.69 -4.89 -0.61  0.11
134 H -3.18 -4.59 0.22  0.10
135 H -3.71 -4.83 -2.76  0.11
136 H -2.51 -5.67 -1.79  0.10
137 H -2.37 -2.96 -3.08  0.12
138 H -1.08 -4.10 -2.77  0.10
139 H -0.74 -2.15 -1.34  0.05
140 H -1.23 -3.49 -0.32  0.07
141 H -1.59 -3.27 1.73  0.07
142 H -1.62 -1.04 3.77  0.08
143 H -0.26 -1.87 3.07  0.09
144 H -0.59 -2.79 5.32  0.10
145 H -1.17 -4.01 4.18  0.10
146 H -2.77 -2.21 6.01  0.10
147 H -2.98 -3.92 5.67  0.11
148 H -3.95 -1.52 4.11  0.09
149 H -4.80 -3.01 4.47  0.11
150 H -4.29 -3.01 2.10  0.08
151 H -3.31 -4.23 2.87  0.12
152 N -1.43 2.18 -0.25  0.17
153 C -2.00 3.06 -0.75  -0.26
154 N -2.61 4.02 -1.41  -0.06
155 C -2.25 5.43 -1.25  -0.09
156 C -2.36 6.11 -2.60  -0.16
157 O -3.65 5.94 -3.17  -0.11
158 C -3.94 4.58 -3.37  -0.19
159 C -3.91 3.81 -2.05  -0.11
160 H -1.24 5.51 -0.88  0.11
161 H -2.93 5.90 -0.54  0.14
162 H -1.60 5.70 -3.28  0.12
163 H -2.19 7.18 -2.48  0.14
164 H -3.21 4.14 -4.06  0.09
165 H -4.93 4.52 -3.81  0.13
166 H -4.06 2.74 -2.23  0.12
167 H -4.70 4.19 -1.41  0.13

***

[2]
Computed, not measured: an isolated molecule of C4H3N3 at a distorted geometry, with ωB97M-V/def2-TZVPD.

## Properties
**HOMO level**: -10.569 eV
**LUMO level**: -0.75 eV
**SMILES string**: N#CC1C=NN=C1
**Energy relative to the best compared isomer or geometry (same formula, charge and spin)**: 408.5 kJ/mol

Each line ends with the natural charge from an NBO analysis.
Positions of all 10 atoms, in Å:
1 C 0.51 1.53 -0.12  0.28
2 C -0.57 0.56 0.43  -0.46
3 C -1.13 -0.22 -0.61  0.04
4 C 0.30 -0.56 1.05  0.06
5 H -1.31 0.92 1.29  0.31
6 H -1.84 0.17 -1.32  0.22
7 H 0.98 -0.55 1.77  0.21
8 N 1.56 2.08 -0.46  -0.27
9 N -0.66 -1.55 -0.88  -0.17
10 N 0.17 -1.73 0.45  -0.23